1.
DFT (wB97M-V/def2-TZVPD) results for a molecular structure, C49H59Br2CsIN15O10S2Se2 in a non-equilibrium geometry.

Each line ends with the Mulliken charge.
Cartesian coordinates (Å):
Cs 1.296 0.783 -1.382  0.6242
O 2.528 -2.810 -4.393  -0.4643
C 2.394 -1.714 -3.709  -0.1593
O 2.006 -1.651 -2.554  0.5013
C 2.705 -0.446 -4.489  -0.0216
C 2.905 -0.484 -5.860  -0.7945
C 3.094 0.722 -6.522  -0.4930
C 3.038 1.904 -5.807  -0.6134
C 2.803 1.860 -4.434  0.2968
N 2.682 0.696 -3.798  0.4970
C 2.597 3.178 -3.641  -0.2509
O 2.993 4.205 -4.212  -0.7762
O 2.025 3.055 -2.530  -0.4488
H 2.081 -3.630 -3.857  -0.0061
H 2.901 -1.434 -6.374  0.5537
H 3.260 0.736 -7.592  0.4013
H 3.155 2.874 -6.270  0.5278
N 2.818 -0.304 2.263  0.5670
C 2.585 0.976 2.558  0.0523
N 3.231 1.503 3.609  -0.8356
C 2.916 2.763 3.867  0.0557
N 3.543 3.358 4.924  -0.4201
N 2.009 3.502 3.215  -0.6508
C 1.466 2.879 2.164  0.3180
N 1.734 1.655 1.762  0.7284
C 0.432 3.654 1.404  -0.0270
C 0.014 4.899 1.864  -0.4301
C -0.963 5.569 1.148  -0.7790
C -1.468 4.991 -0.005  -0.8697
C -0.975 3.753 -0.394  -0.7242
N -0.067 3.088 0.310  0.9807
H 3.363 -0.833 2.922  0.2837
H 2.201 -0.818 1.644  -0.3242
H 4.384 2.908 5.240  0.2590
H 3.514 4.362 4.940  0.2541
H 0.455 5.310 2.760  0.5724
H -1.320 6.536 1.481  0.4244
H -2.219 5.489 -0.604  0.4988
H -1.326 3.263 -1.297  0.4101
O -0.524 -4.657 0.299  0.0812
C -1.248 -5.523 -0.555  -1.8993
C -1.709 -4.931 -1.900  3.3017
C -2.032 -6.121 -2.820  -1.4021
O -2.936 -7.081 -2.249  -0.6050
C -0.584 -4.107 -2.547  -1.8912
Se 1.131 -5.062 -2.836  -0.5386
C -3.009 -4.104 -1.787  -1.8019
Se -3.051 -2.482 -0.679  -0.2518
H 0.142 -4.219 -0.246  0.0567
H -2.125 -5.843 0.014  0.3039
H -0.624 -6.405 -0.772  0.3762
H -1.101 -6.611 -3.116  0.4680
H -2.527 -5.754 -3.721  0.4336
H -2.466 -7.512 -1.529  0.3521
H -0.419 -3.213 -1.942  0.4483
H -0.936 -3.743 -3.517  0.6411
H -3.790 -4.779 -1.432  0.5484
H -3.287 -3.813 -2.804  0.4087
C -7.216 -0.035 2.419  -1.5490
C -6.268 0.292 1.276  0.4362
S -7.196 0.857 -0.141  1.3727
O -8.018 -0.231 -0.605  -0.7043
O -7.824 2.113 0.205  -0.7511
C -5.946 1.202 -1.355  -0.5776
C -5.136 -0.031 -1.730  -0.1798
N -3.865 0.347 -2.332  0.7769
C -2.735 0.590 -1.627  -0.9220
N -1.665 0.638 -2.406  0.3858
C -2.102 0.374 -3.661  -0.8908
C -3.458 0.203 -3.641  -0.4449
N -4.331 0.047 -4.743  1.0866
O -3.832 -0.229 -5.821  -0.6640
O -5.537 0.167 -4.553  -0.6681
C -2.743 0.811 -0.157  1.1715
H -6.642 -0.396 3.272  0.3316
H -7.915 -0.815 2.120  0.4277
H -7.780 0.847 2.723  0.3860
H -5.702 -0.588 0.965  0.0365
H -5.572 1.092 1.534  0.0155
H -5.311 1.977 -0.923  0.2609
H -6.484 1.630 -2.202  0.4213
H -5.674 -0.685 -2.406  0.6141
H -4.878 -0.660 -0.877  -0.7424
H -1.452 0.356 -4.520  0.5593
H -3.317 1.707 0.105  0.4484
H -1.726 0.941 0.211  -0.5961
H -3.180 -0.057 0.340  -0.5804
Br 3.908 7.208 -2.680  -0.2134
C 4.540 5.596 -1.925  -0.2470
C 3.787 4.928 -0.984  -0.0736
C 4.313 3.751 -0.466  -0.5489
N 5.487 3.239 -0.814  -0.1999
C 6.185 3.903 -1.733  -0.4038
C 5.763 5.084 -2.321  -0.3961
H 2.806 5.270 -0.690  0.4766
H 3.718 3.195 0.253  1.0111
H 7.135 3.465 -2.021  0.2127
H 6.360 5.574 -3.076  0.3762
S 3.224 -5.007 0.350  -0.1907
C 2.633 -4.906 1.952  -0.5206
C 1.974 -3.732 2.123  -0.6881
N 1.976 -2.895 1.033  0.3015
C 2.598 -3.446 0.030  0.1682
H 2.733 -5.713 2.658  0.4656
H 1.450 -3.433 3.019  0.3865
H 2.657 -3.003 -0.955  -0.2988
C -3.186 2.053 5.181  -0.9499
C -1.946 2.611 4.509  -0.4627
N -0.990 1.527 4.366  -0.3319
C -1.422 0.368 3.698  0.1995
N -0.613 -0.211 2.909  -0.1326
C -1.033 -1.439 2.251  2.5288
C -2.082 -2.213 3.024  -1.0119
C -3.207 -1.253 3.353  0.1285
N -2.698 -0.077 4.055  0.0973
C -3.722 0.908 4.343  -0.0768
H -3.953 2.824 5.284  0.4076
H -2.920 1.690 6.176  0.3998
H -1.490 3.399 5.111  0.4569
H -2.222 3.057 3.539  0.1450
H -0.109 1.808 3.959  0.1750
H -0.157 -2.055 2.058  -1.6126
H -1.424 -1.207 1.257  -1.0051
H -1.660 -2.625 3.946  0.4005
H -2.457 -3.023 2.396  0.4178
H -3.967 -1.713 3.992  0.4303
H -3.706 -0.962 2.415  -0.3462
H -4.541 0.399 4.860  0.2528
H -4.143 1.312 3.404  -0.0878
Br 8.238 0.629 -0.884  -0.2085
C 7.516 -0.592 0.370  0.2156
C 8.348 -1.023 1.396  -0.4834
C 7.877 -1.921 2.338  -0.5903
C 6.575 -2.393 2.251  -0.8257
C 5.749 -1.959 1.229  0.4936
C 6.208 -1.050 0.277  -0.1853
I 4.878 -0.460 -1.210  0.4699
H 9.361 -0.648 1.447  0.3776
H 8.530 -2.253 3.135  0.3492
H 6.197 -3.104 2.975  0.4345
H 4.736 -2.332 1.152  0.1050

Forces on atoms 1 to 2 (eV/Å):
Cs -0.97 -0.40 1.60
O -0.07 -0.14 -0.07

LUMO energy, eV: 3.121
Spin multiplicity: 1
Charge: -2
E, hartree: -14541.62294
Gap between HOMO and LUMO, eV: 4.9

---

2.
DFT (wB97M-V/def2-TZVPD) results for a molecular structure, C49H60NO2P2S2Sb2Ta in a non-equilibrium geometry.

Each line ends with the Löwdin spin population.
Cartesian coordinates (Å):
Ta -0.583 -0.453 -0.286  0.9156
N -3.021 -0.182 1.524  0.0149
C -3.500 0.879 0.730  0.0127
C -3.774 2.127 1.273  -0.0006
C -4.247 3.150 0.468  0.0054
C -4.451 2.938 -0.883  -0.0002
C -4.185 1.698 -1.431  0.0047
C -3.699 0.660 -0.643  0.0058
C -3.573 -0.696 -1.217  0.0076
C -4.687 -1.185 -1.900  -0.0010
C -4.706 -2.472 -2.400  0.0053
C -3.617 -3.300 -2.179  -0.0018
C -2.500 -2.809 -1.519  0.0049
C -2.437 -1.500 -1.049  -0.0008
H -3.482 -1.059 1.300  0.0002
H -3.104 0.005 2.517  0.0005
H -3.652 2.291 2.334  -0.0002
H -4.486 4.106 0.908  0.0003
H -4.849 3.724 -1.505  -0.0001
H -4.374 1.518 -2.479  0.0002
H -5.551 -0.544 -1.996  0.0000
H -5.573 -2.835 -2.930  0.0004
H -3.643 -4.327 -2.511  -0.0003
H -1.672 -3.488 -1.322  0.0005
C 4.585 1.064 -0.878  0.0002
C 3.513 0.122 -1.391  0.0018
O 2.236 0.741 -1.576  0.0193
P 1.547 1.504 -0.250  0.0098
S -0.404 1.583 2.219  0.0054
S -0.265 1.792 -1.221  -0.0159
O 2.193 2.967 -0.209  0.0010
C 1.914 4.131 -0.985  -0.0003
C 2.956 4.325 -2.069  0.0000
H 5.538 0.543 -0.874  0.0001
H 4.348 1.393 0.132  0.0000
H 4.662 1.939 -1.517  0.0001
H 3.396 -0.716 -0.695  0.0007
H 3.786 -0.262 -2.378  0.0000
H 1.924 4.961 -0.275  0.0000
H 0.908 4.048 -1.412  -0.0004
H 3.944 4.393 -1.617  0.0000
H 2.746 5.238 -2.622  0.0000
H 2.938 3.483 -2.757  0.0000
C 1.448 0.134 -4.446  -0.0044
Sb 0.044 -0.898 -3.140  0.0009
C -1.647 0.204 -3.921  0.0038
C -0.410 -2.599 -4.473  -0.0056
C 0.774 -3.250 -5.045  0.0001
C 1.345 -2.711 -6.194  -0.0006
C 2.453 -3.282 -6.790  0.0003
C 2.998 -4.438 -6.254  -0.0008
C 2.432 -4.996 -5.124  0.0003
C 1.333 -4.414 -4.495  -0.0005
C 0.791 -5.030 -3.265  0.0026
Sb 1.198 -3.775 -1.500  0.0074
C 2.079 -5.426 -0.385  0.0015
C 3.146 -3.230 -2.251  -0.0012
H 0.905 0.369 -5.363  -0.0006
H 2.309 -0.494 -4.673  0.0000
H 1.764 1.046 -3.947  0.0000
H -1.503 0.354 -4.993  0.0002
H -1.711 1.167 -3.419  0.0001
H -2.564 -0.358 -3.748  0.0001
H -0.995 -2.135 -5.257  -0.0005
H -1.039 -3.288 -3.922  0.0000
H 0.888 -1.835 -6.631  0.0000
H 2.882 -2.831 -7.672  0.0000
H 3.855 -4.904 -6.717  0.0000
H 2.833 -5.917 -4.725  0.0000
H 1.271 -5.986 -3.069  0.0002
H -0.284 -5.182 -3.324  0.0000
H 2.883 -5.864 -0.966  0.0002
H 1.331 -6.183 -0.186  0.0000
H 2.471 -5.066 0.560  0.0000
H 3.539 -4.085 -2.791  -0.0001
H 3.813 -2.983 -1.431  0.0000
H 3.056 -2.393 -2.937  -0.0001
C 2.690 2.355 3.077  0.0000
C 1.720 3.418 2.675  -0.0002
C 2.148 4.743 2.703  0.0000
C 1.346 5.792 2.300  -0.0003
C 0.072 5.529 1.826  0.0000
C -0.394 4.229 1.825  -0.0004
C 0.410 3.180 2.263  -0.0002
P 0.445 0.399 3.817  -0.0002
C -0.040 1.272 5.364  0.0000
C 0.966 1.142 6.327  0.0000
C 0.871 1.761 7.557  0.0000
C -0.230 2.555 7.824  0.0000
C -1.231 2.683 6.882  0.0000
C -1.172 2.043 5.649  0.0000
C -2.321 2.216 4.705  0.0002
C -0.776 -0.956 3.657  -0.0028
C -1.727 -1.203 4.642  0.0004
C -2.589 -2.278 4.528  -0.0035
C -2.481 -3.143 3.448  0.0005
C -1.510 -2.926 2.490  -0.0028
C -0.643 -1.832 2.563  0.0015
C 0.360 -1.617 1.498  0.0044
H 3.706 2.740 3.027  0.0000
H 2.620 1.483 2.425  -0.0001
H 2.508 2.038 4.105  0.0000
H 3.149 4.953 3.046  0.0000
H 1.717 6.805 2.351  0.0000
H -0.555 6.330 1.466  0.0000
H -1.390 4.010 1.469  0.0000
H 1.829 0.527 6.101  0.0000
H 1.656 1.638 8.287  0.0000
H -0.316 3.067 8.769  0.0000
H -2.093 3.294 7.098  0.0000
H -3.244 2.382 5.259  0.0000
H -2.442 1.339 4.074  0.0001
H -2.144 3.080 4.063  0.0001
H -1.791 -0.564 5.514  0.0001
H -3.330 -2.443 5.295  -0.0002
H -3.133 -4.001 3.378  0.0001
H -1.401 -3.618 1.666  0.0000
H 0.736 -2.592 1.173  0.0035
H 1.216 -1.048 1.881  0.0009

Forces on atoms 1 to 2 (eV/Å):
Ta -0.86 -0.42 0.78
N 0.21 -0.01 -0.23

LUMO energy (alpha / beta), eV: -3.307 / -3.034
Spin multiplicity: 2
Charge: +1
E, hartree: -4124.78588
Gap between HOMO and LUMO (alpha / beta), eV: 6.7 / 7.2

---

3.
DFT (wB97M-V/def2-TZVPD) results for 2 unconnected molecules or ions with the total composition C49H61N7O4 in a non-equilibrium geometry.

Each line ends with the Mulliken charge.
Cartesian coordinates (Å):
C -5.077 -1.786 -1.581  -1.4322
C -4.969 -1.339 -0.117  0.2889
C -5.925 -0.173 0.149  -1.6910
C -3.531 -1.009 0.237  -0.3744
C -3.000 0.266 0.016  -0.0189
C -1.639 0.513 0.156  -0.2045
C -0.992 1.794 -0.369  2.3835
C -1.991 2.923 -0.624  -2.3042
C -0.070 1.555 -1.564  -1.2650
C -0.814 -0.492 0.756  0.0300
C 0.574 -0.209 1.095  -0.8739
N 0.988 0.662 2.095  1.7008
C 0.204 1.672 2.774  -0.6838
C 0.468 3.025 2.519  0.7806
C 1.611 3.429 1.594  1.9678
C 2.899 3.564 2.399  -1.2704
C 1.277 4.613 0.686  -1.3677
C -0.321 3.999 3.142  -0.6308
C -1.375 3.612 3.966  -1.3277
C -1.653 2.264 4.188  -0.7197
C -0.811 1.276 3.663  -0.0331
C -0.916 -0.187 4.088  2.5915
C -2.196 -0.496 4.868  -2.3116
C 0.302 -0.683 4.867  -0.9373
N 2.342 0.648 2.208  -0.1106
N 2.766 -0.262 1.294  2.0933
C 4.179 -0.493 1.097  -1.1736
C 4.833 0.159 0.036  0.6031
C 4.139 1.217 -0.815  2.3488
C 3.792 0.657 -2.186  -1.5344
C 4.973 2.490 -0.965  -1.7770
C 6.154 -0.176 -0.264  -0.5668
C 6.857 -1.045 0.566  -1.3406
C 6.241 -1.569 1.703  -1.0683
C 4.899 -1.318 1.979  0.3148
C 4.300 -1.932 3.255  0.6143
C 3.064 -2.787 2.987  -1.2786
C 4.069 -0.872 4.333  -1.2966
C 1.706 -0.709 0.483  1.8441
C 1.801 -1.474 -0.664  -2.7360
C -1.349 -1.800 0.972  1.0413
C -0.521 -2.982 1.478  2.1891
C -0.363 -4.060 0.400  -1.6561
C -1.135 -3.625 2.724  -1.2336
C -2.692 -2.021 0.687  -0.4611
H -4.436 -2.652 -1.784  0.3743
H -6.100 -2.058 -1.855  0.4862
H -4.759 -0.978 -2.253  0.2406
H -5.268 -2.192 0.508  0.4269
H -5.781 0.233 1.156  0.3913
H -5.770 0.630 -0.581  0.2902
H -6.965 -0.506 0.067  0.4578
H -3.667 1.054 -0.332  0.3346
H -0.338 2.138 0.448  -1.1088
H -2.601 3.105 0.271  0.4189
H -1.475 3.861 -0.867  0.4029
H -2.650 2.670 -1.464  0.4439
H 0.680 0.789 -1.335  0.1293
H -0.645 1.212 -2.437  0.2961
H 0.465 2.475 -1.836  0.3868
H 1.777 2.580 0.921  -0.7484
H 3.139 2.569 2.788  0.0009
H 3.736 3.904 1.777  0.4081
H 2.768 4.244 3.251  0.2811
H 0.365 4.401 0.110  0.0984
H 1.113 5.541 1.249  0.4365
H 2.089 4.783 -0.037  0.3408
H -0.097 5.058 2.983  0.3132
H -1.981 4.374 4.453  0.4009
H -2.515 1.976 4.795  0.4722
H -0.950 -0.766 3.153  -1.1810
H -3.085 -0.181 4.307  0.3983
H -2.283 -1.575 5.057  0.3637
H -2.175 0.021 5.837  0.5196
H 1.227 -0.534 4.302  -0.1293
H 0.399 -0.143 5.819  0.3742
H 0.214 -1.758 5.081  0.3190
H 3.217 1.472 -0.277  -1.0994
H 3.185 -0.249 -2.093  0.3646
H 3.228 1.387 -2.779  0.3471
H 4.709 0.392 -2.728  0.3922
H 5.316 2.859 0.008  0.3738
H 5.855 2.315 -1.593  0.4515
H 4.367 3.272 -1.437  0.3742
H 6.628 0.282 -1.139  0.3378
H 7.901 -1.278 0.354  0.3554
H 6.815 -2.191 2.400  0.3994
H 5.077 -2.609 3.635  0.7010
H 3.228 -3.461 2.136  0.3410
H 2.786 -3.386 3.865  0.5864
H 2.212 -2.145 2.742  -0.0557
H 5.020 -0.411 4.620  0.4116
H 3.421 -0.075 3.952  -0.0641
H 3.605 -1.312 5.223  0.4126
H 2.769 -1.891 -0.916  0.2541
H 0.890 -1.679 -1.215  0.4686
H 0.482 -2.615 1.733  -1.3403
H 0.135 -3.656 -0.485  0.3117
H 0.245 -4.891 0.778  0.4631
H -1.345 -4.454 0.106  0.3055
H -1.307 -2.893 3.522  0.0401
H -2.096 -4.093 2.476  0.3649
H -0.468 -4.400 3.122  0.4188
H -3.087 -3.030 0.833  0.3132
N -5.912 -1.992 -4.434  -0.4356
C -5.191 -1.616 -5.275  -0.0648
C -4.311 -1.196 -6.328  0.3118
C -3.619 0.036 -6.249  -0.6395
C -2.958 0.486 -7.405  0.4026
N -2.629 1.792 -7.769  0.7781
O -2.629 2.869 -7.201  -0.6441
O -2.283 1.715 -9.155  -0.1679
N -2.413 0.437 -9.642  -0.4117
C -2.848 -0.292 -8.577  0.6771
C -3.390 -1.635 -8.571  -0.3504
N -3.243 -2.597 -9.642  0.9183
O -2.559 -2.352 -10.653  -0.5291
O -3.849 -3.687 -9.469  -0.5830
C -4.156 -2.024 -7.466  -0.4219
H -3.705 0.691 -5.381  0.6079
H -4.622 -3.009 -7.493  0.5716

Forces on atoms 1 to 2 (eV/Å):
C 0.14 -0.02 0.02
C -0.12 0.04 0.04

LUMO energy, eV: -2.639
Spin multiplicity: 1
Charge: 0
E, hartree: -2587.68171
Gap between HOMO and LUMO, eV: 3.5